No. 1
Entry from the Open Molecules 2025 dataset: a 2-piece molecular cluster, C3H8NO overall at a distorted geometry (wB97M-V/def2-TZVPD).

ΔE to the lowest compared entry with this formula, charge and spin   99.93 kcal per mole
Largest force on an atom   4.9 eV/A
Molar mass   74.10 g mol⁻¹
HOMO-LUMO gap (alpha / beta)   9.260 / 9.260 eV
Charge   +1
E_LUMO (alpha / beta)   -0.245 / -0.245 Eh

Element x y z (Å)
1 C 0.5738 -0.9579 -0.6961
2 C 0.0840 -2.2877 -1.0477
3 C -0.3120 1.9706 1.4481
4 N 0.3926 1.6053 0.3163
5 O -0.1634 -0.2016 -0.1103
6 H 1.5751 -0.4720 -0.9254
7 H -0.9582 -2.1663 -1.5578
8 H 0.6252 -2.6235 -1.8636
9 H -0.0712 -2.7624 -0.0935
10 H -1.3689 2.0118 1.2112
11 H -0.2692 1.1592 2.1335
12 H -0.0330 2.9049 1.7594
13 H -0.0745 1.8197 -0.5741

Mulliken population analysis, charges in e, atoms 1 to 8: atom 1 (C): 0.2898, atom 2 (C): -0.9475, atom 3 (C): -0.6406, atom 4 (N): -0.0983, atom 5 (O): -0.3278, atom 6 (H): 0.4189, atom 7 (H): 0.3141, atom 8 (H): 0.3503

---

No. 2
Entry from the Open Molecules 2025 dataset: an isolated ion of composition C3H8NO and charge +1 at a distorted geometry (wB97M-V/def2-TZVPD).

ΔE to the lowest compared entry with this formula, charge and spin   25.80 kcal per mole
Largest force on an atom   4.4 eV/A
Molar mass   74.10 g mol⁻¹
HOMO-LUMO gap   11.202 eV
Charge   +1
E_LUMO   -0.138 Eh

Element x y z (Å)
1 C -1.8075 0.3647 0.1048
2 N -0.2847 0.5526 0.1456
3 C 0.5323 -0.6555 -0.2069
4 C 1.9811 -0.3595 -0.1263
5 O 2.5652 0.6474 0.2237
6 H -2.2142 0.1304 -0.8232
7 H -2.1639 -0.4324 0.8723
8 H -2.2751 1.3718 0.3494
9 H -0.0815 1.3049 -0.5461
10 H 0.2318 0.8255 0.9598
11 H 0.4967 -1.0624 -1.1900
12 H 0.3525 -1.4439 0.6044
13 H 2.6673 -1.2436 -0.3675

Mulliken population analysis, charges in e, atoms 1 to 8: atom 1 (C): -0.7534, atom 2 (N): -0.1793, atom 3 (C): -0.5547, atom 4 (C): 0.0157, atom 5 (O): -0.4240, atom 6 (H): 0.3620, atom 7 (H): 0.3158, atom 8 (H): 0.3291

---

No. 3
Entry from the Open Molecules 2025 dataset: an isolated ion of composition C3H8NO2 and charge -1 (wB97M-V/def2-TZVPD).

ΔE to the lowest compared entry with this formula, charge and spin   59.95 kcal per mole
Largest force on an atom   0.8 eV/A
Molar mass   90.10 g mol⁻¹
HOMO-LUMO gap   6.556 eV
Charge   -1
E_LUMO   0.143 Eh

Element x y z (Å)
1 O 0.7171 -2.1144 -1.0114
2 C -0.1667 -1.3457 -1.5939
3 N -0.8031 -0.3035 -0.6707
4 C 0.2830 0.3337 0.0510
5 C -0.2528 1.1121 1.2258
6 O 0.7988 1.6860 2.0073
7 H 0.2046 -0.6835 -2.4107
8 H -1.0978 -1.8664 -1.9590
9 H -1.2929 -0.8810 0.0092
10 H 0.8120 0.9819 -0.6460
11 H 0.9738 -0.4493 0.4324
12 H -0.8508 0.4456 1.8657
13 H -0.9041 1.9242 0.8919
14 H 1.5790 1.1603 1.8084

Mulliken population analysis, charges in e, atoms 1 to 8: atom 1 (O): -0.8599, atom 2 (C): -0.4870, atom 3 (N): -0.5248, atom 4 (C): -0.6340, atom 5 (C): -0.1806, atom 6 (O): -0.5173, atom 7 (H): 0.2605, atom 8 (H): 0.3067

---

No. 4
Entry from the Open Molecules 2025 dataset: an isolated ion of composition C3H8NO2 and charge -1 at a distorted geometry (wB97M-V/def2-TZVPD).

ΔE to the lowest compared entry with this formula, charge and spin   94.58 kcal per mole
Largest force on an atom   6.1 eV/A
Molar mass   90.10 g mol⁻¹
HOMO-LUMO gap   6.393 eV
Charge   -1
E_LUMO   0.149 Eh

Element x y z (Å)
1 O -1.5578 1.4170 -1.5751
2 C -0.6149 0.5593 -1.4695
3 N -0.7240 -0.5666 -0.4446
4 C -0.4263 -0.1316 0.9472
5 C 1.0075 -0.0088 1.0561
6 O 1.6915 -1.1837 0.4955
7 H 0.2622 1.0812 -1.0638
8 H -0.4556 -0.0835 -2.4287
9 H -1.6208 -1.0926 -0.5817
10 H -1.2011 0.6925 1.1253
11 H -1.0303 -0.7453 1.6548
12 H 1.5357 0.8334 0.6737
13 H 1.3229 0.1568 2.0801
14 H 1.8110 -0.9281 -0.4692

Mulliken population analysis, charges in e, atoms 1 to 8: atom 1 (O): -0.8368, atom 2 (C): -0.4112, atom 3 (N): -0.3367, atom 4 (C): -0.5892, atom 5 (C): -0.5155, atom 6 (O): -0.5397, atom 7 (H): 0.1686, atom 8 (H): 0.2055

---

No. 5
Entry from the Open Molecules 2025 dataset: a 2-piece molecular cluster, C3H8NO2 overall at a distorted geometry (wB97M-V/def2-TZVPD).

ΔE to the lowest compared entry with this formula, charge and spin   164.10 kcal per mole
Largest force on an atom   3.3 eV/A
Molar mass   90.10 g mol⁻¹
HOMO-LUMO gap (alpha / beta)   5.746 / 5.701 eV
Charge   -1
E_LUMO (alpha / beta)   0.155 / 0.153 Eh

Element x y z (Å)
1 C -0.9258 -0.1978 1.6749
2 C 0.8334 1.0458 -1.1015
3 C -0.6785 -0.1384 0.2472
4 N 0.9982 -1.7903 -0.1709
5 O 0.3637 -2.9136 0.1112
6 O -0.0765 1.0872 -0.0990
7 H -0.9628 -1.2201 2.0340
8 H -0.2595 0.3520 2.2323
9 H -1.9605 0.2357 1.9471
10 H 1.4385 0.2202 -0.8165
11 H 1.2298 2.1131 -1.2769
12 H 0.4090 0.8546 -2.0798
13 H -1.5586 -0.6153 -0.3216
14 H 1.6771 -1.6288 0.5721

Mulliken population analysis, charges in e, atoms 1 to 8: atom 1 (C): -1.1656, atom 2 (C): -0.5465, atom 3 (C): 0.0174, atom 4 (N): -0.2715, atom 5 (O): -0.6154, atom 6 (O): -0.3425, atom 7 (H): 0.3236, atom 8 (H): 0.3753

---

No. 6
Entry from the Open Molecules 2025 dataset: a 2-piece molecular cluster, C3H8NO2 overall at a distorted geometry (wB97M-V/def2-TZVPD).

ΔE to the lowest compared entry with this formula, charge and spin   208.99 kcal per mole
Largest force on an atom   1.8 eV/A
Molar mass   90.10 g mol⁻¹
HOMO-LUMO gap   3.673 eV
Charge   +1
E_LUMO   -0.374 Eh

Element x y z (Å)
1 O 1.4352 1.4801 -0.0024
2 C 0.8472 0.6520 0.5917
3 C -0.6274 0.2175 0.2548
4 C -0.4894 -1.2023 -0.3035
5 O 0.2037 -1.9478 0.6854
6 N -1.2734 1.0309 -0.6953
7 H 1.3259 -0.0189 1.3290
8 H -1.2346 0.2112 1.1548
9 H 0.0949 -1.1557 -1.2311
10 H -1.4546 -1.6806 -0.4258
11 H 0.6301 -2.7157 0.2858
12 H 0.4993 1.0451 -3.9236
13 H -0.7893 1.0207 -1.5990
14 H -1.3319 2.0222 -0.4675

Mulliken population analysis, charges in e, atoms 1 to 8: atom 1 (O): -0.2968, atom 2 (C): -0.0246, atom 3 (C): 0.1839, atom 4 (C): -0.5875, atom 5 (O): -0.4817, atom 6 (N): -0.4118, atom 7 (H): 0.4381, atom 8 (H): 0.3735

---

No. 7
Entry from the Open Molecules 2025 dataset: C3H8NO2 as an isolated structure at a distorted geometry (wB97M-V/def2-TZVPD).

ΔE to the lowest compared entry with this formula, charge and spin   176.53 kcal per mole
Largest force on an atom   4.1 eV/A
Molar mass   90.10 g mol⁻¹
HOMO-LUMO gap (alpha / beta)   4.045 / 9.399 eV
Charge   +1
E_LUMO (alpha / beta)   -0.242 / -0.137 Eh

Element x y z (Å)
1 C -2.4191 -0.7055 -2.9037
2 C -2.0772 -0.0356 -1.8792
3 C 0.8602 0.2203 0.6784
4 N 1.3713 0.9168 2.3952
5 O 0.5117 -1.0236 1.1006
6 O 1.7976 0.2602 -0.2767
7 H -3.1508 -1.4846 -2.6792
8 H -1.9919 -0.8474 -3.8934
9 H -2.1776 0.4261 -0.9149
10 H 0.6532 0.4354 2.9359
11 H 2.2350 0.4700 2.6112
12 H 1.3487 2.0016 2.3380
13 H 1.1742 -1.7944 0.8962
14 H 1.8649 1.1607 -0.4084

Mulliken population analysis, charges in e, atoms 1 to 8: atom 1 (C): -0.4734, atom 2 (C): -0.3871, atom 3 (C): 0.4140, atom 4 (N): -0.5393, atom 5 (O): -0.4091, atom 6 (O): -0.3046, atom 7 (H): 0.2046, atom 8 (H): 0.2781

---

No. 8
Entry from the Open Molecules 2025 dataset: an isolated ion of composition C3H8NO2 and charge +1 at a distorted geometry (wB97M-V/def2-TZVPD).

ΔE to the lowest compared entry with this formula, charge and spin   104.85 kcal per mole
Largest force on an atom   6.7 eV/A
Molar mass   90.10 g mol⁻¹
HOMO-LUMO gap   11.435 eV
Charge   +1
E_LUMO   -0.127 Eh

Element x y z (Å)
1 O 0.6379 2.1274 1.1900
2 C 0.0417 1.4065 -0.0894
3 C -0.2454 -0.2748 -0.5039
4 O -0.4086 -0.3204 -1.7806
5 C -0.8494 -1.2373 0.4566
6 N 0.5805 -1.3101 0.1771
7 H 0.4700 3.1198 1.0980
8 H 0.6326 1.5104 -0.9904
9 H -0.9302 2.0349 -0.3152
10 H 0.1456 0.2765 -2.2286
11 H -1.3913 -2.0997 0.0168
12 H -1.2025 -0.9054 1.4401
13 H 1.2189 -1.1460 0.9539
14 H 1.1049 -1.9609 -0.4404

Mulliken population analysis, charges in e, atoms 1 to 8: atom 1 (O): -0.5053, atom 2 (C): -0.3800, atom 3 (C): 0.5037, atom 4 (O): -0.4050, atom 5 (C): -0.4994, atom 6 (N): -0.2300, atom 7 (H): 0.3511, atom 8 (H): 0.2651

---

No. 9
Entry from the Open Molecules 2025 dataset: a 2-piece molecular cluster, C3H8NO2 overall at a distorted geometry (wB97M-V/def2-TZVPD).

ΔE to the lowest compared entry with this formula, charge and spin   108.39 kcal per mole
Largest force on an atom   4.8 eV/A
Molar mass   90.10 g mol⁻¹
HOMO-LUMO gap   9.013 eV
Charge   +1
E_LUMO   -0.196 Eh

Element x y z (Å)
1 C 2.0073 -0.4684 -0.2508
2 C 0.6164 -0.0848 0.0530
3 C -0.8027 -0.4454 -0.0937
4 N -1.5580 -1.0894 0.9332
5 O 1.2779 -0.4932 1.1071
6 O 0.8957 2.0396 -0.2338
7 H 2.2522 -1.4829 -0.5989
8 H 2.7334 0.2470 -0.4570
9 H -1.0044 -0.9978 -1.0084
10 H -1.3224 0.5519 -0.4834
11 H -2.1851 -0.4553 1.4302
12 H 0.3558 2.7243 -0.6559
13 H -0.8432 -1.4806 1.6416
14 H 1.6206 2.4370 0.2526

Mulliken population analysis, charges in e, atoms 1 to 8: atom 1 (C): -0.5113, atom 2 (C): 1.1386, atom 3 (C): -0.5753, atom 4 (N): -0.5275, atom 5 (O): -0.3224, atom 6 (O): -0.5783, atom 7 (H): 0.2705, atom 8 (H): 0.2676

---

No. 10
Entry from the Open Molecules 2025 dataset: C3H8NO2S as an isolated structure at a distorted geometry (wB97M-V/def2-TZVPD).

ΔE to the lowest compared entry with this formula, charge and spin   124.64 kcal per mole
Largest force on an atom   3.5 eV/A
Molar mass   122.17 g mol⁻¹
HOMO-LUMO gap   7.659 eV
Charge   -1
E_LUMO   0.151 Eh

Element x y z (Å)
1 C -1.4181 -0.6482 1.7431
2 C 1.0404 -1.0458 -0.4638
3 C 0.9644 1.4819 -0.7701
4 N 0.4308 0.1132 -0.9860
5 O -2.1455 1.2796 0.1413
6 O -2.1462 -0.9678 -0.6893
7 S -1.4889 -0.0043 0.1549
8 H -0.9443 -0.0586 2.5674
9 H -0.7907 -1.6281 1.5757
10 H 0.5214 -1.8506 -1.0064
11 H 2.0850 -1.1506 -0.6990
12 H 0.9174 -1.1806 0.5865
13 H 0.0008 2.1195 -0.6477
14 H 1.6145 1.4977 0.1348
15 H 1.3591 2.0428 -1.6415

Mulliken population analysis, charges in e, atoms 1 to 8: atom 1 (C): -0.8098, atom 2 (C): -0.9191, atom 3 (C): -0.6331, atom 4 (N): -0.4599, atom 5 (O): -0.6814, atom 6 (O): -0.6664, atom 7 (S): 1.0130, atom 8 (H): 0.2607